A structure of composition C21H31NOP2ReS at a distorted geometry. Source: the OMol25 dataset; level of theory: ωB97M-V with the def2-TZVPD basis set.

Charge ... +2
HOMO-LUMO gap (spin up / spin down) ... 6.567 / 5.469 eV
Relative energy (zero: lowest compared OMol25 entry of this formula, charge and spin) ... 0.0 kJ/mol
E_HOMO (spin up / spin down) ... -13.78 / -14.67 eV
2S+1 ... 4

Positions of all 58 atoms, in Å:
1 C -1.4181 3.0892 -3.7301
2 C -1.1809 1.8789 -3.0963
3 C 0.1879 1.4653 -2.9439
4 C 1.2582 2.3091 -3.3211
5 C 0.9463 3.5136 -3.9449
6 C -0.3738 3.9019 -4.1515
7 C 2.7245 1.8696 -3.2806
8 C 2.7905 0.3608 -3.1940
9 C 1.6675 -0.4444 -2.8948
10 C 1.7039 -1.8697 -3.0777
11 C 2.8534 -2.4308 -3.6331
12 C 3.9449 -1.6238 -3.9566
13 C 3.9203 -0.2540 -3.7168
14 H -2.4491 3.3117 -4.0018
15 H 1.7597 4.1371 -4.3108
16 H -0.6053 4.8316 -4.6716
17 H 3.0859 2.1158 -4.3136
18 H 2.8679 -3.4984 -3.8524
19 H 4.8452 -2.0944 -4.3573
20 H 4.7777 0.3387 -4.0241
21 N 0.4766 0.1712 -2.4368
22 Re -0.1360 -0.2625 -0.5919
23 C -2.3595 1.0383 -2.5978
24 H -2.5076 0.0865 -3.1292
25 H -3.2971 1.5917 -2.7357
26 C 0.5314 -2.7583 -2.7033
27 H -0.3690 -2.5884 -3.3163
28 H 0.8154 -3.8134 -2.8123
29 P -2.1086 0.6964 -0.7896
30 P 0.0277 -2.5123 -0.9106
31 C 1.4859 -3.3449 -0.1140
32 H 1.3781 -3.3018 0.9773
33 H 1.5880 -4.3939 -0.4317
34 H 2.4048 -2.8118 -0.3962
35 C -1.4556 -3.5321 -0.6215
36 H -1.2542 -4.6050 -0.7513
37 H -1.7873 -3.3366 0.4074
38 H -2.2395 -3.2106 -1.3206
39 C -2.2868 2.4087 -0.0898
40 H -3.3242 2.7732 -0.2007
41 H -1.9810 2.3643 0.9710
42 H -1.6056 3.0923 -0.6269
43 C -3.4975 -0.3040 -0.1384
44 H -3.3580 -0.3464 0.9558
45 H -4.4599 0.1626 -0.3980
46 H -3.4204 -1.3158 -0.5719
47 H 3.3900 2.4194 -2.5820
48 H 0.7476 1.1291 -0.2783
49 C 1.8237 -0.1872 2.2653
50 S 0.1382 0.0211 1.6484
51 C -0.6532 -1.4402 2.4280
52 O -0.3777 1.2382 2.3446
53 H 2.3227 -1.0289 1.7696
54 H 1.7355 -0.3361 3.3497
55 H 2.3516 0.7495 2.0639
56 H -0.7762 -1.1380 3.4710
57 H -1.6237 -1.6084 1.9468
58 H 0.0202 -2.2986 2.3133


A structure of composition C21H32BrNO12 at a distorted geometry. Source: the OMol25 dataset; level of theory: ωB97M-V with the def2-TZVPD basis set.

HOMO-LUMO gap ... 8.849 eV
E_HOMO ... -9.56 eV

Positions of all 67 atoms, in Å:
1 N 2.6911 -0.5122 -3.1108
2 C 1.6091 0.2628 -3.4029
3 O 1.5825 1.1980 -4.0923
4 O 0.4753 -0.1984 -2.7415
5 Br -0.7773 -0.6743 -4.0055
6 H 3.5528 -0.0100 -3.2423
7 H 2.6771 -1.4015 -3.5851
8 O -0.5269 7.2783 -3.7019
9 C -0.2237 6.1733 -3.3576
10 O -0.0910 5.1409 -4.2162
11 C 0.1791 3.9175 -3.4918
12 C 0.7549 4.3712 -2.1608
13 C 0.0355 5.6996 -1.9390
14 H -0.7560 3.3708 -3.3711
15 H 0.8709 3.3124 -4.0583
16 H 0.6060 3.6451 -1.3645
17 H 1.8286 4.5466 -2.2602
18 H -0.9245 5.5677 -1.4371
19 H 0.6436 6.4206 -1.3996
20 O -2.1897 2.1848 -1.2009
21 C -1.9831 2.0727 -0.0258
22 O -2.9038 2.3906 0.9124
23 C -2.3363 2.2437 2.2289
24 C -1.1705 1.2849 2.0568
25 C -0.7044 1.6054 0.6398
26 H -2.0194 3.2309 2.5767
27 H -3.0981 1.8600 2.9038
28 H -0.3996 1.4030 2.8161
29 H -1.5294 0.2564 2.1033
30 H 0.0179 2.4233 0.6185
31 H -0.2981 0.7370 0.1304
32 O -0.3779 -5.8614 -4.1899
33 C -1.4012 -5.3023 -3.9324
34 O -1.4764 -4.2702 -3.0557
35 C -2.8500 -3.8776 -2.8751
36 C -3.5743 -4.3715 -4.1187
37 C -2.7817 -5.6271 -4.4689
38 H -3.2262 -4.3444 -1.9622
39 H -2.9038 -2.7970 -2.7672
40 H -4.6361 -4.5451 -3.9553
41 H -3.4736 -3.6382 -4.9206
42 H -3.1581 -6.5088 -3.9485
43 H -2.7438 -5.8137 -5.5379
44 O -2.4791 -1.4625 2.9883
45 C -1.5415 -2.0894 3.3906
46 O -0.4236 -1.5023 3.8686
47 C 0.5709 -2.4975 4.1678
48 C -0.2095 -3.7896 4.3661
49 C -1.3862 -3.5965 3.4129
50 H 1.2656 -2.5510 3.3280
51 H 1.1190 -2.1951 5.0558
52 H 0.3816 -4.6818 4.1692
53 H -0.5747 -3.8483 5.3929
54 H -1.1546 -3.9362 2.4024
55 H -2.2963 -4.0719 3.7663
56 O 1.9753 0.1874 1.5907
57 C 2.6773 0.5593 2.4819
58 O 2.6053 0.0555 3.7400
59 C 3.4957 0.7748 4.6126
60 C 4.5371 1.3983 3.6950
61 C 3.7276 1.6513 2.4254
62 H 2.9157 1.5249 5.1543
63 H 3.9284 0.0807 5.3293
64 H 4.9989 2.2898 4.1145
65 H 5.3280 0.6759 3.4883
66 H 3.2241 2.6191 2.4462
67 H 4.3252 1.5618 1.5233


A cluster of 14 separate species, C21H32Cl26NO2PS in total at a distorted geometry. Source: the OMol25 dataset; level of theory: ωB97M-V with the def2-TZVPD basis set.

HOMO-LUMO gap ... 8.258 eV
E_HOMO ... -9.03 eV

Positions of all 84 atoms, in Å:
1 O 3.6747 0.1439 -1.8037
2 C 3.1981 -0.7998 -2.3474
3 C 1.7884 -1.0355 -2.8097
4 C 0.7597 -0.1437 -3.0231
5 C -0.4853 -0.6154 -3.4461
6 C -0.6932 -2.0523 -3.6168
7 C 0.4040 -2.8855 -3.3779
8 C 1.6241 -2.3673 -3.0033
9 C 2.9231 -3.0731 -2.7349
10 O 3.1270 -4.2433 -2.6335
11 N 3.9223 -2.0321 -2.6497
12 P 4.6869 -1.7442 -4.2067
13 S 6.2913 -0.6925 -4.0520
14 H 0.9444 0.9097 -2.8619
15 H -1.2540 0.1142 -3.6286
16 H -1.6227 -2.4796 -3.9128
17 H 0.3124 -3.9587 -3.4942
18 H 3.7244 -0.9989 -4.9196
19 H 4.8466 -3.0094 -4.7926
20 C -4.1278 -0.4999 -5.8026
21 Cl -2.5882 -0.8955 -5.0094
22 Cl -5.3620 -0.0480 -4.6196
23 H -3.9684 0.3319 -6.4771
24 H -4.4722 -1.3652 -6.3541
25 C -2.2162 -3.6657 0.1664
26 Cl -1.5670 -3.2028 1.7454
27 Cl -1.1093 -3.2627 -1.1622
28 H -2.3833 -4.7367 0.1610
29 H -3.1513 -3.1391 0.0128
30 C 3.6495 2.8201 1.3184
31 Cl 4.1939 4.2603 0.4501
32 Cl 2.4562 3.2187 2.5620
33 H 3.1927 2.1395 0.6098
34 H 4.5031 2.3549 1.7929
35 C 1.8807 6.8466 3.9838
36 Cl 1.2963 7.8471 2.6447
37 Cl 3.2162 7.6145 4.8445
38 H 1.0665 6.6883 4.6815
39 H 2.2242 5.8995 3.5851
40 C 1.2301 4.9111 7.7448
41 Cl 1.5879 6.6413 7.6500
42 Cl 1.6369 4.0738 6.2419
43 H 1.8134 4.4729 8.5508
44 H 0.1699 4.7845 7.9361
45 C -1.2985 3.3638 -5.4069
46 Cl -2.8403 3.0480 -6.2131
47 Cl -0.6936 1.9264 -4.5679
48 H -0.5706 3.6636 -6.1517
49 H -1.4410 4.1563 -4.6816
50 C -4.2680 -1.7517 4.4060
51 Cl -4.3955 -0.7108 2.9853
52 Cl -5.7160 -2.7486 4.6184
53 H -3.4113 -2.4047 4.2799
54 H -4.1408 -1.1354 5.2832
55 C -5.3105 -0.5705 -9.8434
56 Cl -3.7715 -0.9737 -9.0722
57 Cl -6.5337 -0.1208 -8.6492
58 H -5.1535 0.2653 -10.5149
59 H -5.6602 -1.4357 -10.3942
60 C 7.2095 2.2483 0.1163
61 Cl 8.7021 1.3601 -0.1994
62 Cl 7.0474 2.6667 1.8305
63 H 7.2177 3.1645 -0.4620
64 H 6.3675 1.6295 -0.1745
65 C -5.9174 -6.4286 5.4641
66 Cl -6.7117 -6.2773 7.0354
67 Cl -6.5986 -7.7553 4.5136
68 H -6.0499 -5.5035 4.9164
69 H -4.8627 -6.6200 5.6238
70 C -2.9154 2.4787 5.2069
71 Cl -4.1377 1.3219 5.7478
72 Cl -2.0662 3.2234 6.5657
73 H -2.1922 1.9591 4.5889
74 H -3.4073 3.2560 4.6343
75 C 0.7721 -6.5413 -5.6901
76 Cl 1.4514 -5.1372 -6.5225
77 Cl -0.4776 -6.0691 -4.5316
78 H 0.3309 -7.2038 -6.4253
79 H 1.5667 -7.0470 -5.1542
80 C 3.7197 2.6351 10.7052
81 Cl 4.8654 3.8890 10.2243
82 Cl 2.4160 2.4564 9.5210
83 H 4.2458 1.6912 10.7850
84 H 3.2854 2.9062 11.6602


A structure of composition C21H32CoN6O4 at a distorted geometry. Source: the OMol25 dataset; level of theory: ωB97M-V with the def2-TZVPD basis set.

Charge ... +3
HOMO-LUMO gap (spin up / spin down) ... 8.889 / 4.965 eV
Relative energy (zero: lowest compared OMol25 entry of this formula, charge and spin) ... 0.0 kJ/mol
E_HOMO (spin up / spin down) ... -17.25 / -17.25 eV
2S+1 ... 5

Positions of all 64 atoms, in Å:
1 Co -0.4916 -0.2509 0.0934
2 C 3.9189 0.4709 3.3684
3 N 2.6529 -0.1465 2.9753
4 C 2.1296 -1.1935 3.8493
5 C 1.9169 0.2725 1.9698
6 O 0.7605 -0.1727 1.7577
7 C 2.5020 1.2585 0.9948
8 O 1.6309 1.3883 -0.1238
9 C 2.2227 1.2425 -1.4027
10 C 1.5300 0.1335 -2.1723
11 O 0.5561 -0.4868 -1.6624
12 N 2.0231 -0.1524 -3.3501
13 C 3.1829 0.5388 -3.9209
14 C 1.4953 -1.2513 -4.1584
15 H 4.7187 -0.2772 3.2684
16 H 3.8232 0.7752 4.4198
17 H 4.1249 1.3532 2.7653
18 H 2.9406 -1.5779 4.4519
19 H 1.7247 -1.9857 3.2421
20 H 1.3839 -0.7902 4.5194
21 H 3.4836 0.8986 0.6860
22 H 2.6433 2.2402 1.4644
23 H 3.2930 0.9925 -1.3130
24 H 2.1382 2.1596 -1.9487
25 H 3.4615 1.4127 -3.3430
26 H 2.9618 0.8656 -4.9209
27 H 4.0227 -0.1679 -3.9902
28 H 0.5905 -1.6830 -3.7268
29 H 2.2645 -2.0253 -4.2619
30 H 1.2744 -0.8812 -5.1481
31 C -4.8439 -0.2778 0.6855
32 C -3.4199 -0.5214 1.0607
33 O -2.4868 0.0745 0.4753
34 N -3.1704 -1.3646 2.0563
35 C -1.8285 -1.6831 2.5047
36 C -1.1626 -2.7020 1.6116
37 C -1.1739 -4.0343 2.0022
38 C -0.6857 -4.9919 1.1203
39 C -0.1544 -4.5884 -0.0847
40 C -0.1218 -3.2263 -0.3606
41 N -0.6333 -2.2899 0.4565
42 H -4.9631 0.7732 0.4707
43 H -5.5392 -0.6079 1.4440
44 H -5.0692 -0.8813 -0.1998
45 H -3.9465 -1.8208 2.4842
46 H -1.9189 -2.0723 3.5192
47 H -1.2588 -0.7631 2.5826
48 H -1.5700 -4.2993 2.9743
49 H -0.7383 -6.0449 1.3683
50 H 0.2420 -5.2611 -0.8138
51 H 0.3467 -2.8547 -1.2581
52 N -3.0164 5.2410 -2.0722
53 C -2.3996 4.1444 -1.6589
54 C -2.3152 2.9909 -2.4943
55 C -1.6247 1.9061 -1.9730
56 N -1.0697 1.8814 -0.7550
57 C -1.1852 2.9836 0.0447
58 C -1.8140 4.1240 -0.3386
59 H -3.4656 5.2794 -2.9892
60 H -3.0787 6.0534 -1.4678
61 H -2.7253 2.9611 -3.5008
62 H -1.5419 0.9957 -2.5705
63 H -0.6725 2.9243 0.9899
64 H -1.8745 4.9920 0.3035


A structure of composition C21H32F3NO10SiV. Source: the OMol25 dataset; level of theory: ωB97M-V with the def2-TZVPD basis set.

Charge ... +3
HOMO-LUMO gap ... 5.796 eV
Relative energy (zero: lowest compared OMol25 entry of this formula, charge and spin) ... 0.0 kJ/mol
E_HOMO ... -16.14 eV

Positions of all 69 atoms, in Å:
1 V 10.8610 -1.1849 -7.8990
2 O 10.6335 -1.0016 -11.9771
3 C 10.9726 -1.0225 -10.7451
4 O 10.2193 -1.3275 -9.8011
5 C 12.3843 -0.6861 -10.4044
6 C 13.4432 -0.3721 -11.2379
7 C 14.6837 -0.1607 -10.6401
8 C 14.8354 -0.2861 -9.2584
9 C 13.7165 -0.6034 -8.5108
10 N 12.5328 -0.7771 -9.0884
11 C 13.5545 -0.8593 -7.0443
12 O 14.4825 -0.8113 -6.1670
13 O 12.4026 -1.1641 -6.6791
14 H 9.6960 -1.2366 -12.1323
15 H 13.3094 -0.3019 -12.3094
16 H 15.5400 0.0884 -11.2536
17 H 15.8080 -0.1413 -8.8051
18 H 15.3702 -0.5752 -6.4853
19 C -8.1639 0.0531 2.1660
20 C -8.9135 -0.4485 3.3834
21 C -10.1601 0.3628 3.6768
22 C -9.1991 -1.9332 3.3100
23 O -8.0018 -0.3057 4.5629
24 Si -7.3325 0.9208 5.2709
25 O 10.2743 0.1789 -7.5822
26 O -7.4589 2.3529 4.6486
27 C -7.0210 3.7136 5.0983
28 C -7.6571 3.9717 6.4498
29 C -7.5458 4.6470 4.0287
30 C -5.5070 3.7011 5.1604
31 O -6.4888 0.7037 6.5719
32 C -6.2933 -0.4644 7.4915
33 C -7.6661 -0.8806 7.9836
34 C -5.4245 0.0781 8.6053
35 C -5.6024 -1.5573 6.7018
36 H -8.7830 -0.0855 1.2798
37 H -7.2409 -0.5096 2.0245
38 H -7.9343 1.1161 2.2534
39 H -10.8751 0.2409 2.8636
40 H -9.9266 1.4262 3.7582
41 H -10.6354 0.0211 4.5969
42 H -9.8634 -2.1318 2.4691
43 H -9.6862 -2.2797 4.2209
44 H -8.2790 -2.4979 3.1624
45 H -8.7434 3.8999 6.3859
46 H -7.4061 4.9780 6.7846
47 H -7.2858 3.2712 7.2000
48 H -8.6320 4.5904 3.9651
49 H -7.1191 4.4003 3.0571
50 H -7.2696 5.6718 4.2759
51 H -5.1485 2.9963 5.9124
52 H -5.1492 4.6937 5.4337
53 H -5.0837 3.4450 4.1890
54 H -8.1659 -0.0493 8.4823
55 H -7.5685 -1.6942 8.7019
56 H -8.2854 -1.2398 7.1593
57 H -5.9215 0.8993 9.1208
58 H -4.4700 0.4292 8.2145
59 H -5.2300 -0.7136 9.3286
60 H -6.2303 -1.9096 5.8826
61 H -5.4017 -2.4027 7.3598
62 H -4.6501 -1.2045 6.3055
63 F 11.2001 -5.4854 -8.0039
64 C 11.2221 -4.3131 -7.4496
65 F 11.8156 -3.4156 -8.3573
66 F 11.9817 -4.2979 -6.3728
67 C 9.8111 -3.7552 -7.1624
68 O 8.8498 -4.3988 -6.9933
69 O 9.8204 -2.3661 -7.1375


The molecule C21H32N2O3S at a distorted geometry. Source: the OMol25 dataset; level of theory: ωB97M-V with the def2-TZVPD basis set.

HOMO-LUMO gap ... 9.093 eV
Relative energy (zero: lowest compared OMol25 entry of this formula, charge and spin) ... 140.0 kJ/mol
E_HOMO ... -9.32 eV

Positions of all 59 atoms, in Å:
1 C 2.4838 2.8106 -1.5559
2 H 3.3375 2.2344 -1.2034
3 H 2.0841 3.3700 -0.7134
4 H 2.8321 3.5211 -2.3020
5 C 1.4305 1.8804 -2.1536
6 C 2.0247 1.0886 -3.3158
7 H 1.2575 0.4797 -3.7879
8 H 2.8201 0.4351 -2.9622
9 H 2.4388 1.7597 -4.0647
10 H 0.6037 2.4844 -2.5404
11 C 0.8813 0.9222 -1.0897
12 C -0.1503 1.5709 -0.1648
13 H 0.1167 2.6125 0.0154
14 C -1.5713 1.5093 -0.7385
15 N -2.0469 0.1421 -0.7477
16 C -2.2417 -0.5723 -1.8690
17 O -2.0551 -0.1366 -2.9887
18 C -2.7271 -2.0090 -1.6470
19 H -3.1727 -2.3073 -2.6009
20 C -1.5271 -2.9281 -1.3831
21 C -0.8539 -2.6269 -0.0407
22 N -1.8199 -2.1842 0.9563
23 S -1.2278 -2.3420 2.5326
24 O -2.3269 -2.1201 3.4243
25 O -0.4589 -3.5476 2.6643
26 C -0.1449 -0.9355 2.5982
27 C 1.1450 -1.0832 2.3240
28 C 2.1555 -0.0413 2.2281
29 C 1.9333 1.2653 2.6678
30 C 2.9012 2.2357 2.4980
31 C 4.1065 1.9230 1.8892
32 C 4.3467 0.6266 1.4634
33 C 3.3827 -0.3481 1.6352
34 H 3.5684 -1.3573 1.2972
35 H 5.2873 0.3766 0.9955
36 H 4.8574 2.6863 1.7517
37 H 2.7171 3.2429 2.8410
38 H 1.0039 1.5153 3.1551
39 H 1.4781 -2.0916 2.1111
40 H -0.6506 -0.0215 2.8480
41 C -3.1460 -2.7398 0.7537
42 C -3.7665 -2.1547 -0.5201
43 H -4.5688 -2.8196 -0.8421
44 H -4.2132 -1.1831 -0.3053
45 H -3.0978 -3.8349 0.6911
46 H -3.7346 -2.4791 1.6338
47 H -0.3361 -3.5233 0.3244
48 H -0.1150 -1.8274 -0.1519
49 H -0.7941 -2.8156 -2.1830
50 H -1.8780 -3.9615 -1.3967
51 H -2.1245 -0.3331 0.1428
52 C -2.5347 2.3718 0.0743
53 H -3.5400 2.3001 -0.3335
54 H -2.5559 2.0405 1.1110
55 H -2.2251 3.4130 0.0479
56 H -1.5672 1.8360 -1.7834
57 H -0.1506 1.0579 0.7984
58 H 0.4126 0.0730 -1.5903
59 H 1.7167 0.5400 -0.4981


A structure of composition C21H32N3OOsS3Si. Source: the OMol25 dataset; level of theory: ωB97M-V with the def2-TZVPD basis set.

Charge ... +1
HOMO-LUMO gap (spin up / spin down) ... 7.232 / 4.999 eV
Relative energy (zero: lowest compared OMol25 entry of this formula, charge and spin) ... 2.0 kJ/mol
E_HOMO (spin up / spin down) ... -10.90 / -11.11 eV
2S+1 ... 5

Positions of all 62 atoms, in Å:
1 Os 0.2594 -0.7443 -2.1283
2 N 1.8781 -1.2403 -0.7086
3 C 1.8546 -2.6413 -0.2252
4 C 0.4698 -2.9134 0.3187
5 N -0.5195 -2.6923 -0.7449
6 C -0.8916 -3.9042 -1.4770
7 C -1.6174 -3.5250 -2.7535
8 N -0.7443 -2.6358 -3.5294
9 H 2.7764 -1.0250 -1.1331
10 H 1.7843 -0.5980 0.0806
11 H 2.6131 -2.8017 0.5429
12 H 2.0862 -3.2892 -1.0729
13 H 0.2632 -2.2102 1.1262
14 H 0.4038 -3.9218 0.7367
15 H -1.3438 -2.2485 -0.3504
16 H -1.5104 -4.5717 -0.8686
17 H 0.0236 -4.4492 -1.7242
18 H -2.5313 -2.9771 -2.5156
19 H -1.9028 -4.4235 -3.3061
20 H -1.2363 -2.2123 -4.3088
21 H 0.0392 -3.1500 -3.9205
22 S 0.7732 1.1735 -6.1685
23 C 0.5380 0.3882 -4.7070
24 S 1.7233 -0.6091 -3.9592
25 S -0.8243 0.6086 -3.7089
26 C -1.6620 3.3397 -0.5743
27 C -1.7302 2.5128 0.7166
28 C -1.4274 3.4145 1.9178
29 C -3.1499 1.9478 0.8559
30 Si -0.4399 1.1415 0.6166
31 O -0.7487 0.1268 -0.6388
32 C -0.4278 0.0124 2.1303
33 C 0.6988 -0.3016 2.8955
34 C 0.6603 -1.2770 3.8865
35 C -0.5150 -1.9671 4.1371
36 C -1.6500 -1.6788 3.3904
37 C -1.6006 -0.7099 2.4001
38 C 1.2602 1.9370 0.3655
39 C 1.7290 2.1348 -0.9403
40 C 2.9505 2.7372 -1.2048
41 C 3.7365 3.1873 -0.1541
42 C 3.2764 3.0560 1.1476
43 C 2.0555 2.4444 1.3990
44 H -2.4195 4.1283 -0.5577
45 H -1.8518 2.7220 -1.4559
46 H -0.6901 3.8216 -0.6970
47 H -2.1797 4.2044 1.9959
48 H -0.4550 3.9018 1.8229
49 H -1.4418 2.8561 2.8570
50 H -3.8830 2.7565 0.7849
51 H -3.2993 1.4659 1.8225
52 H -3.3792 1.2279 0.0664
53 H 1.6395 0.2011 2.7123
54 H 1.5491 -1.4943 4.4646
55 H -0.5494 -2.7224 4.9109
56 H -2.5730 -2.2112 3.5817
57 H -2.4924 -0.5210 1.8145
58 H 1.1023 1.8513 -1.7812
59 H 3.2792 2.8753 -2.2271
60 H 4.6885 3.6621 -0.3498
61 H 3.8664 3.4375 1.9703
62 H 1.7092 2.3928 2.4240


| no. | E (Eh) |
| --- | --- |
| 1 | -2107.34775 |
| 2 | -4351.06443 |
| 3 | -13729.06993 |
| 4 | -2830.83966 |
| 5 | -3159.00143 |
| 6 | -1552.83291 |
| 7 | -2633.47044 |